[1]
{"formula": "C29H78CrNO11S10", "method": "ωB97M-V with the def2-TZVPD basis set", "symbols": ["H", "H", "H", "H", "S", "H", "C", "H", "H", "H", "O", "C", "H", "H", "H", "H", "H", "O", "H", "H", "O", "O", "H", "H", "C", "C", "H", "H", "H", "H", "C", "H", "C", "S", "H", "C", "H", "H", "C", "S", "H", "H", "O", "H", "S", "C", "H", "C", "H", "S", "H", "H", "C", "H", "H", "C", "H", "C", "H", "O", "H", "C", "S", "H", "C", "O", "C", "H", "C", "H", "H", "H", "H", "H", "S", "C", "S", "H", "H", "C", "C", "H", "N", "H", "H", "S", "H", "C", "C", "H", "H", "H", "H", "H", "H", "H", "C", "H", "H", "C", "O", "H", "O", "H", "C", "O", "C", "H", "H", "H", "H", "H", "H", "C", "Cr", "H", "H", "H", "H", "H", "H", "H", "H", "O", "C", "H", "S", "C", "H", "H"], "positions_angstrom": [[21.180, -14.540, 7.148], [19.228, -14.937, 4.111], [19.289, -13.593, 8.759], [19.132, -24.203, 0.175], [24.112, -20.035, -0.758], [24.636, -21.694, -2.403], [18.283, -22.641, 5.109], [23.047, -16.228, 7.516], [19.772, -23.118, -1.131], [23.426, -16.567, 5.800], [19.530, -20.379, 5.636], [20.336, -14.608, 6.461], [19.264, -20.470, -0.578], [16.352, -21.103, 7.297], [15.606, -16.685, 6.800], [18.798, -15.440, -3.193], [17.803, -19.791, 0.070], [19.298, -16.869, 7.593], [16.490, -14.530, -1.975], [15.374, -11.862, 7.006], [17.549, -18.479, 6.425], [17.554, -22.533, 1.612], [17.469, -17.452, 4.591], [19.129, -23.175, 5.536], [19.213, -14.677, 8.920], [17.438, -17.407, 3.494], [21.799, -20.083, -0.146], [20.142, -14.936, 9.435], [22.849, -15.752, 2.665], [16.087, -19.837, 8.501], [21.014, -16.971, 1.161], [17.756, -23.177, 4.322], [17.567, -11.821, 5.153], [17.716, -11.204, 6.812], [22.787, -12.438, 0.704], [22.040, -18.230, 3.025], [23.328, -12.095, 2.270], [19.590, -16.712, -0.388], [22.457, -20.695, -0.776], [18.858, -21.066, 4.488], [24.575, -18.364, 8.849], [21.917, -9.553, 2.181], [17.541, -12.936, -3.950], [16.711, -11.433, 4.592], [17.896, -22.279, 0.175], [18.529, -20.593, 0.228], [18.469, -11.573, 4.589], [23.658, -16.808, 6.831], [15.178, -17.799, 8.117], [18.256, -13.055, -2.658], [23.535, -19.796, 8.963], [16.354, -12.992, -1.318], [19.728, -16.348, 0.641], [21.268, -18.126, -5.953], [20.558, -9.656, 1.013], [15.799, -20.187, 7.513], [16.202, -11.759, 8.518], [21.142, -17.067, 2.682], [23.952, -20.160, -3.108], [23.886, -18.560, -0.834], [21.618, -19.198, 2.735], [18.528, -16.874, 1.408], [16.137, -18.938, 6.265], [19.772, -15.250, 0.617], [18.651, -16.658, 2.926], [20.538, -19.470, -3.825], [24.642, -20.613, -2.392], [20.357, -20.900, 2.713], [22.506, -12.604, 1.751], [22.308, -21.632, -0.219], [20.014, -13.655, 6.057], [19.949, -14.311, -3.693], [21.500, -17.527, -1.799], [18.587, -17.963, 1.271], [20.983, -11.719, 2.059], [21.471, -10.129, 1.381], [18.993, -15.412, 7.327], [22.105, -10.234, 0.498], [16.528, -16.853, 3.244], [20.197, -21.669, 3.467], [19.278, -14.511, -2.851], [25.602, -20.129, -2.545], [19.842, -17.380, 3.295], [24.710, -16.770, 7.090], [17.564, -16.597, 0.972], [23.125, -18.540, 7.001], [22.490, -17.477, -3.209], [15.144, -17.637, 7.046], [19.442, -23.198, -0.094], [21.259, -14.879, 2.988], [17.551, -14.913, 3.560], [17.392, -18.460, 3.212], [21.830, -16.424, 0.685], [17.529, -22.435, 5.871], [21.494, -16.186, -2.998], [19.789, -17.166, -6.045], [23.556, -18.733, 8.734], [14.743, -20.434, 7.400], [18.861, -14.525, 2.444], [21.469, -17.276, -2.856], [21.639, -18.472, 6.898], [23.000, -18.171, 2.476], [18.912, -11.887, 7.384], [22.060, -20.779, -1.788], [20.656, -17.379, -5.430], [20.009, -17.483, 4.627], [17.104, -13.780, -1.461], [18.894, -20.418, 1.238], [19.991, -22.584, 2.923], [21.052, -21.760, 4.139], [18.357, -14.866, 9.561], [22.353, -18.376, 4.061], [22.898, -18.180, 9.401], [16.312, -12.127, 7.499], [19.619, -18.518, 6.470], [17.611, -14.154, -0.583], [22.072, -15.814, 4.169], [16.569, -13.176, 7.404], [21.027, -17.979, 0.721], [14.152, -17.691, 6.608], [22.479, -13.642, 2.034], [17.456, -12.913, 5.144], [19.824, -14.850, -1.966], [20.952, -11.465, 3.538], [18.574, -15.178, 3.272], [21.386, -16.566, -5.365], [20.163, -18.019, -3.836], [21.842, -15.790, 3.087], [20.634, -15.272, 5.645], [20.285, -22.856, 0.507]], "forces_ev_per_angstrom": [[-0.01, 0.37, -0.02], [-0.11, -0.08, 0.02], [-0.32, -0.15, -0.15], [0.26, -0.21, -0.11], [-0.07, 0.22, 0.48], [0.22, -0.16, -0.16], [-0.24, 0.21, 0.37], [0.00, 0.13, 0.05], [-0.33, -0.19, -0.09], [0.22, 0.26, -0.10], [0.71, -0.37, 0.85], [0.75, -0.95, 0.05], [0.19, 0.02, 0.36], [0.12, 0.18, -0.17], [0.07, -0.01, -0.16], [-0.86, 0.53, 0.14], [-0.50, -0.60, -0.13], [0.78, -0.08, 0.23], [0.61, -0.33, 0.02], [0.16, -0.16, -0.29], [-0.12, -0.33, 0.58], [-0.14, -0.27, 0.08], [0.24, 0.41, -0.43], [-0.07, -0.20, -0.01], [0.30, 1.29, 0.45], [-0.04, 0.39, 1.38], [0.43, 0.71, -0.44], [-0.06, -0.56, -0.34], [-0.26, 0.27, -0.52], [-0.20, 0.12, 0.07], [-0.54, -0.66, -0.97], [0.36, -0.01, -0.30], [-0.13, -0.63, -1.07], [-0.39, -0.10, 0.08], [-0.39, -0.55, -0.06], [1.65, -1.07, -0.40], [-0.32, -0.07, 0.41], [0.17, 0.46, -0.04], [-1.26, -0.89, 0.64], [-0.95, -0.14, -1.12], [0.02, -0.11, 0.00], [0.19, 0.02, 0.10], [-0.18, 0.21, 0.08], [0.01, 0.30, 0.39], [0.10, 0.42, 0.60], [0.33, 0.49, -0.67], [0.12, 0.11, 0.22], [-0.53, -0.98, 0.18], [-0.26, 0.14, 0.13], [-0.02, -0.81, 0.06], [-0.07, 0.01, 0.07], [0.45, 0.05, 0.70], [-0.63, 0.07, -0.33], [-0.45, -0.38, 0.36], [0.01, 0.14, 0.31], [0.17, -0.36, -0.35], [0.21, -0.44, 0.19], [-0.33, 0.07, -0.58], [-0.12, -0.32, -0.07], [0.30, -0.01, -0.26], [-0.28, 0.25, -0.12], [0.55, -0.52, -0.21], [-0.27, 0.06, 0.03], [-0.01, -0.12, 0.04], [-0.95, -0.59, -1.34], [-0.49, -0.08, -0.03], [-0.59, 1.15, 0.32], [0.29, 0.13, 0.21], [1.18, 1.12, -0.64], [0.79, -0.28, -0.56], [-0.09, 0.24, 0.30], [0.24, 0.37, 0.38], [-0.58, -0.18, 0.02], [-0.17, 0.06, 0.12], [0.20, -0.03, 0.75], [-0.41, -0.04, -1.01], [-0.56, 0.34, -0.13], [0.18, -0.03, 0.25], [-0.04, -0.32, -0.32], [0.28, 0.33, -0.17], [0.73, -1.23, -0.57], [0.29, -0.44, 0.00], [0.43, -0.74, -1.36], [0.17, 0.22, -0.23], [0.04, 0.47, 0.23], [0.37, 0.59, -0.04], [-0.40, -0.86, -0.32], [0.39, -0.29, -0.29], [-0.01, 0.57, -0.27], [0.00, 0.02, -0.55], [0.08, 0.11, -0.04], [0.01, 0.08, -0.51], [0.35, -0.23, 0.34], [0.23, 0.07, 0.12], [-0.69, -0.07, 0.38], [-0.05, 0.29, 0.05], [0.18, -0.13, 0.01], [-0.06, 0.15, 0.32], [0.02, -0.07, 0.02], [1.39, 1.51, -0.41], [-0.18, -0.28, 0.39], [-0.34, 0.18, -0.07], [0.10, -0.06, 0.05], [-0.10, 0.13, 0.02], [1.16, -0.06, -0.79], [0.08, 0.43, 2.75], [-1.06, 0.46, -1.14], [0.45, -0.22, -0.10], [-0.39, -0.20, 0.31], [0.06, -0.03, -0.14], [-0.07, -0.24, -0.07], [-0.49, 0.53, 0.18], [-0.19, 0.08, -0.18], [-0.08, 0.98, -0.09], [-0.24, 0.55, -1.28], [-0.05, 0.11, 0.29], [-0.29, -0.12, -0.12], [-0.12, -0.17, 0.19], [0.17, 0.00, 0.22], [-0.19, 0.01, 0.24], [-0.25, -0.12, -0.08], [0.17, 0.11, 0.27], [0.12, 0.67, 0.10], [-0.42, -0.33, -0.12], [-0.02, 0.47, 0.41], [-0.67, 0.41, 0.20], [0.95, -0.73, 0.71], [0.51, 0.23, 2.35], [-0.29, -0.17, 0.05], [-0.31, 0.06, 0.37]], "s2": 6.01, "gap_ha": [0.22635, 0.22851], "total_charge": 1, "spin_multiplicity": 5, "lumo_ha": [-0.061, -0.063]}



[2]
{"formula": "C32H57CaN4OP2S", "method": "ωB97M-V with the def2-TZVPD basis set", "symbols": ["H", "C", "H", "C", "S", "H", "N", "C", "H", "H", "H", "H", "H", "C", "C", "H", "C", "N", "H", "H", "C", "H", "N", "C", "Ca", "C", "C", "H", "H", "C", "H", "H", "O", "H", "N", "H", "C", "P", "H", "H", "H", "H", "C", "H", "H", "H", "C", "H", "H", "H", "C", "H", "H", "C", "C", "C", "H", "H", "C", "H", "H", "H", "H", "H", "H", "H", "C", "H", "H", "H", "H", "H", "C", "C", "C", "C", "H", "H", "H", "H", "H", "C", "C", "H", "H", "H", "H", "C", "C", "C", "H", "C", "C", "C", "H", "P", "H", "H"], "positions_angstrom": [[-3.065, 1.569, -2.955], [-0.378, 4.480, -0.644], [1.766, 4.142, -1.013], [4.138, 2.186, 3.589], [0.317, 1.383, 2.680], [2.282, -5.062, -0.004], [3.059, 1.456, 2.943], [-1.533, 3.690, -3.727], [1.989, -4.382, 2.929], [-0.782, 4.494, -3.731], [-2.479, 4.058, -3.306], [-1.495, 5.649, -2.147], [-4.808, 1.244, -0.227], [-0.229, 4.551, 0.888], [-2.101, -1.391, 0.207], [-1.263, -3.354, 0.296], [-4.405, -0.895, -0.247], [-1.733, -0.071, 0.029], [-1.274, 6.428, -0.580], [1.893, -3.411, -3.344], [3.290, 1.506, -0.075], [-1.846, -2.834, -4.711], [2.027, 3.133, 3.872], [-0.483, -2.501, 3.144], [0.656, 0.526, 0.158], [-1.016, -4.094, -2.321], [1.445, -4.362, 0.194], [-1.759, 0.374, -2.729], [1.082, -3.997, -0.779], [2.993, -2.423, 0.256], [-3.518, -2.916, -0.185], [1.346, -2.595, 4.329], [4.341, 1.965, -0.160], [-1.393, -4.826, -3.035], [0.766, -0.900, -1.805], [-2.562, -2.153, 2.525], [0.967, 4.844, -1.297], [0.358, -2.000, 1.515], [0.649, -4.955, 0.673], [3.570, 3.477, 5.259], [0.490, 3.817, 1.274], [3.528, -4.282, 2.059], [3.423, 3.398, 4.179], [0.914, 4.870, -2.395], [-2.476, 5.137, -0.746], [0.129, 5.556, 1.161], [-4.064, 0.453, -0.177], [-1.022, -1.263, -4.291], [-5.429, -1.224, -0.308], [0.244, 1.935, -4.691], [0.321, 2.005, -3.591], [0.632, -0.952, 4.125], [3.747, 4.330, 3.709], [2.622, -3.711, 2.334], [-0.707, -4.022, 3.105], [-2.045, 1.295, -3.259], [0.653, 1.023, -3.213], [0.854, -4.665, -4.043], [1.939, -3.208, 1.055], [-1.723, 3.429, -4.782], [-3.193, 2.811, -1.006], [-0.436, -4.711, -1.627], [3.188, 0.527, 2.542], [-1.554, -4.261, 3.770], [-0.156, -2.148, 5.213], [1.253, 3.742, 4.143], [0.341, -1.873, -2.316], [-2.196, -1.984, -3.150], [1.124, 2.728, -3.374], [4.613, 1.578, 4.364], [-2.298, -1.975, 4.242], [3.865, -3.080, 0.072], [-1.840, -1.774, 3.262], [0.409, -2.023, 4.274], [-1.402, -2.230, -3.898], [-2.416, 2.339, -0.376], [2.948, -2.870, 2.963], [-2.077, 1.064, -4.339], [-1.002, -4.381, 2.106], [3.369, -1.551, 0.810], [4.892, 2.471, 2.853], [-1.477, 5.462, -1.068], [-2.722, 0.825, -0.162], [-1.928, -3.776, -1.796], [-1.704, -0.694, 3.097], [0.164, -4.607, 3.438], [-2.472, 2.869, 0.592], [0.936, -3.567, -3.905], [1.843, 2.003, 3.168], [-3.385, -1.832, -0.211], [1.008, -2.985, -4.840], [-0.279, -2.983, -3.130], [-1.153, -2.338, 0.722], [-1.039, 2.429, -3.014], [-1.182, 4.385, 1.407], [-0.768, 2.690, -1.122], [2.617, -2.080, -0.716], [1.266, 5.845, -0.953]], "forces_ev_per_angstrom": [[0.29, -0.09, -0.04], [-0.28, -0.28, -0.47], [-0.20, 0.12, -0.03], [0.46, -0.31, -0.08], [0.88, 0.93, 0.85], [-0.28, 0.25, 0.02], [-0.32, -0.49, -0.39], [-0.06, -0.06, -0.41], [0.22, 0.31, -0.20], [-0.29, -0.24, 0.05], [0.29, -0.06, -0.11], [-0.01, -0.09, 0.39], [0.00, -0.24, -0.06], [0.09, -0.08, -0.05], [2.60, -1.22, -0.49], [-0.41, 0.43, 0.74], [0.99, -1.20, -0.04], [-0.29, 1.01, 0.33], [-0.13, -0.16, -0.11], [-0.81, -0.08, -0.36], [3.31, 1.49, -0.37], [0.35, 0.22, 0.42], [-0.74, -0.12, -0.12], [1.03, -0.21, 0.06], [-0.61, -0.70, -0.31], [-0.27, -0.46, 0.21], [0.26, -0.49, -0.19], [-0.12, 0.28, -0.08], [0.19, -0.10, 0.49], [-0.09, 0.05, -0.03], [-0.40, 0.39, -0.12], [-0.32, 0.25, 0.13], [-3.29, -1.44, 0.27], [0.11, 0.12, -0.46], [-0.99, -3.09, -1.64], [0.34, 0.24, 0.34], [-0.03, 0.17, 0.03], [0.57, 0.09, 0.42], [0.21, 0.30, -0.13], [0.03, 0.03, -0.14], [-0.15, 0.15, -0.13], [-0.30, 0.20, 0.04], [0.02, 0.59, 0.30], [-0.02, -0.02, 0.32], [0.24, 0.06, -0.06], [-0.11, -0.20, -0.11], [0.33, 1.19, -0.25], [-0.25, -0.66, -0.06], [-0.22, 0.07, -0.21], [0.01, -0.01, 0.35], [0.35, -0.05, -0.24], [-0.04, -0.42, 0.24], [-0.02, -0.08, 0.10], [0.12, -0.12, -0.03], [-0.36, -0.25, 0.50], [-0.10, -0.14, 0.18], [-0.24, 0.41, -0.14], [-0.19, 0.82, -0.30], [-1.24, 0.28, 0.39], [0.03, 0.11, 0.29], [0.16, -0.40, 0.28], [0.16, 0.53, -0.21], [-0.34, 0.46, 0.42], [0.31, -0.10, -0.07], [0.49, 0.12, 0.01], [0.46, -0.52, -0.24], [0.26, 2.23, 1.54], [0.53, -0.18, -0.67], [-0.28, -0.12, -0.04], [-0.04, 0.04, -0.12], [0.45, 0.24, 0.02], [-0.35, 0.23, 0.03], [-0.10, -0.28, -0.32], [-0.14, -0.20, 0.75], [-0.04, 0.45, -0.06], [-0.23, -0.27, 0.19], [-0.08, -0.24, -0.11], [0.09, 0.16, 0.33], [0.08, 0.24, 0.39], [-0.09, -0.10, 0.01], [0.02, 0.00, 0.12], [0.09, 0.48, 0.05], [-0.73, 0.38, 0.06], [0.53, 0.42, -0.10], [-0.23, -0.23, 0.19], [-0.35, 0.28, -0.03], [0.15, -0.29, -0.26], [0.29, 0.19, -0.11], [-0.49, 0.02, 0.07], [-0.64, 0.29, 0.83], [0.21, -0.69, 0.14], [-0.13, -0.04, 1.22], [-0.80, -0.21, -4.06], [0.24, 0.38, 0.41], [0.21, 0.03, -0.11], [0.13, -0.41, -0.15], [0.09, -0.09, 0.24], [-0.02, -0.19, -0.12]], "gap_ha": 0.19049, "total_charge": 1, "relative_energy_kcal_mol": 29.5, "spin_multiplicity": 1, "lumo_ha": -0.102}